{
  "formula": "C3H3NO2S2",
  "method": "the ωB97M-V functional and the def2-TZVPD basis",
  "total_charge": 0,
  "homo_ev": -8.82,
  "de_lowest_kj_mol": 217.1,
  "smiles": "O=C1CONC(=S)S1",
  "elements": ["O", "C", "C", "O", "N", "C", "S", "S", "H", "H", "H"],
  "coordinates": [[1.4206, -0.1390, -2.3199], [0.8015, -0.0395, -1.3127], [-0.1597, -1.0204, -0.7407], [-1.2227, -0.4005, -0.0228], [-0.7129, 0.1915, 1.1052], [0.0534, 1.2400, 1.0700], [0.3033, 2.3073, 2.2534], [1.1682, 1.4739, -0.3149], [0.2489, -1.8528, -0.1406], [-0.6576, -1.5426, -1.4955], [-1.2430, -0.2179, 1.9186]],
  "nbo_charge": [-0.500, 0.420, -0.204, -0.340, -0.330, -0.119, -0.081, 0.278, 0.221, 0.232, 0.422]
}


{
  "formula": "C3H3NO2S2",
  "method": "the ωB97M-V functional and the def2-TZVPD basis",
  "total_charge": 0,
  "homo_ev": -9.51,
  "de_lowest_kj_mol": 98.3,
  "smiles": "O=CNC(=S)C(=O)S",
  "elements": ["O", "C", "N", "C", "S", "C", "O", "S", "H", "H", "H"],
  "coordinates": [[3.0775, -0.6105, -0.1909], [2.1816, 0.2551, 0.0172], [0.8819, -0.3091, -0.1583], [-0.2702, 0.3530, -0.0771], [-0.5268, 1.9887, 0.0316], [-1.3642, -0.6500, 0.1636], [-0.9847, -1.7932, 0.2375], [-3.1060, -0.1910, -0.1841], [2.3657, 1.3064, 0.4382], [0.7820, -1.4494, -0.3207], [-3.0368, 1.0998, 0.0431]],
  "nbo_charge": [-0.538, 0.516, -0.628, -0.004, -0.060, 0.391, -0.534, 0.020, 0.197, 0.480, 0.160]
}